109
Properties=species:S:1:pos:R:3:forces:R:3 method="wB97M-V/def2-TZVPD" total_charge=-1 homo_ev="-4.2 / -4.2" multiplicity=2 s_squared=1.0472
Tc 0.182 0.201 -0.579 -0.6 0.4 0.2
C 5.927 0.671 2.931 0.0 0.0 0.0
C 5.920 -0.730 2.844 0.0 0.0 0.0
C 4.925 -1.400 2.155 0.0 0.0 0.0
C 3.929 -0.631 1.567 0.0 -0.1 0.0
C 2.767 -0.978 0.762 0.0 0.2 0.2
N 2.069 0.130 0.444 0.1 -0.2 -0.1
C 2.772 1.213 0.912 0.0 0.0 0.2
N 2.509 2.479 0.757 -0.2 0.2 -0.1
C 1.527 2.921 -0.011 0.1 0.0 0.0
C 1.296 4.339 -0.204 0.0 0.0 0.0
C 1.812 5.461 0.435 0.0 0.1 0.0
C 1.367 6.696 0.001 0.0 0.0 0.0
C 0.445 6.811 -1.054 0.0 0.0 0.0
C -0.053 5.694 -1.698 0.1 0.0 0.1
C 0.380 4.453 -1.244 -0.1 0.0 0.0
C 0.098 3.098 -1.676 -0.1 0.2 -0.2
N -0.429 2.839 -2.854 0.1 0.3 0.4
C -0.456 1.626 -3.336 -0.3 -0.3 -0.2
N -0.209 0.431 -2.698 0.1 0.0 0.0
C -0.373 -0.553 -3.614 -0.1 0.2 -0.1
N -0.185 -1.852 -3.460 0.1 -0.2 0.2
C 0.424 -2.306 -2.398 0.0 0.1 -0.1
N 0.977 -1.596 -1.370 0.1 -0.1 -0.2
C 1.709 -2.471 -0.611 0.2 0.0 0.1
N 2.533 -2.220 0.372 -0.1 -0.3 -0.2
C 1.547 -3.826 -1.133 0.0 -0.1 0.0
C 2.067 -5.048 -0.726 -0.1 0.0 0.0
C 1.702 -6.165 -1.458 0.0 0.0 0.0
C 0.858 -6.060 -2.573 0.0 0.0 0.0
C 0.369 -4.834 -2.991 0.0 0.0 0.0
C 0.730 -3.723 -2.245 0.0 -0.1 0.0
C -0.774 0.005 -4.894 0.0 -0.1 0.0
C -1.057 -0.580 -6.124 0.0 0.0 0.0
C -1.403 0.263 -7.163 0.0 0.0 0.0
C -1.454 1.656 -6.984 0.0 0.0 0.0
C -1.155 2.234 -5.764 0.0 0.0 0.0
C -0.814 1.381 -4.721 0.0 0.0 0.1
N 0.703 2.209 -0.837 0.3 -0.2 0.1
C 3.941 0.755 1.648 0.0 0.0 0.0
C 4.943 1.433 2.328 0.0 0.0 0.0
H 6.719 1.160 3.485 0.0 0.0 0.0
H 6.707 -1.292 3.330 0.0 0.0 0.0
H 4.908 -2.479 2.080 0.0 0.0 0.0
H 2.522 5.360 1.245 0.0 0.0 0.0
H 1.733 7.595 0.482 0.0 0.0 0.0
H 0.118 7.796 -1.363 0.0 0.0 0.0
H -0.763 5.769 -2.511 0.0 0.0 0.0
H 2.719 -5.115 0.133 0.0 0.0 0.0
H 2.071 -7.140 -1.164 0.0 0.0 0.0
H 0.589 -6.957 -3.116 0.0 0.0 0.0
H -0.281 -4.736 -3.849 0.0 0.0 0.0
H -1.013 -1.654 -6.248 0.0 0.0 0.0
H -1.643 -0.153 -8.133 0.0 0.0 0.0
H -1.731 2.284 -7.821 0.0 0.0 0.0
H -1.187 3.305 -5.613 0.0 0.0 0.0
H 4.933 2.513 2.392 0.0 0.0 0.0
F 2.032 3.911 5.449 0.0 0.0 0.0
C 1.419 3.185 4.473 0.0 0.0 0.0
C 1.653 1.827 4.403 0.0 0.0 0.0
C 1.036 1.095 3.400 0.0 0.0 -0.1
C 0.202 1.707 2.459 0.1 0.0 0.0
C -0.513 0.948 1.391 0.2 -0.1 0.0
C -0.039 3.073 2.605 0.1 0.1 0.0
C 0.570 3.827 3.599 0.0 0.0 0.0
H 2.316 1.358 5.119 0.0 0.0 0.0
H 1.201 0.029 3.331 0.0 -0.1 0.0
H -1.384 1.521 1.145 -0.1 0.1 0.0
H -0.822 -0.009 1.792 -0.1 0.0 0.0
H -0.716 3.562 1.913 0.0 0.0 0.0
H 0.392 4.890 3.697 0.0 0.0 0.0
Cl -3.664 2.238 1.450 0.1 0.0 0.0
C -3.612 2.371 -0.299 0.0 -0.1 0.0
C -4.377 3.406 -0.819 0.0 0.0 0.0
C -4.600 3.500 -2.180 0.0 0.0 0.0
C -4.103 2.503 -3.003 0.0 0.0 0.0
C -3.327 1.496 -2.465 0.1 0.1 -0.1
C -2.963 1.425 -1.111 -0.1 0.0 0.0
C -2.086 0.295 -0.688 0.1 -0.1 0.0
H -4.825 4.114 -0.134 0.0 0.0 0.0
H -5.202 4.307 -2.577 0.0 0.0 0.0
H -4.322 2.500 -4.064 0.0 0.0 0.0
H -2.993 0.696 -3.110 0.1 0.0 -0.1
H -2.243 -0.520 -1.389 0.0 0.0 0.0
H -2.354 -0.065 0.301 -0.1 0.1 0.0
C 0.373 -5.194 2.524 0.0 0.0 0.0
C -0.405 -4.329 3.503 0.0 0.1 0.1
C -1.338 -3.322 2.814 0.0 0.0 0.0
C -2.046 -2.472 3.888 0.0 0.0 0.0
C -3.075 -1.495 3.333 0.0 0.0 0.0
C -2.389 -4.092 2.051 0.0 0.0 0.1
O -3.121 -4.909 2.580 0.0 0.0 0.0
N -2.457 -3.821 0.723 0.0 0.0 0.0
C -1.782 -2.792 0.028 0.0 0.1 0.0
O -2.085 -2.664 -1.148 0.1 -0.1 -0.2
N -0.855 -2.038 0.670 0.0 -0.1 0.0
C -0.497 -2.377 1.938 0.1 0.0 -0.1
O 0.506 -1.906 2.463 0.0 0.2 0.1
H 1.013 -5.902 3.053 0.0 0.0 0.0
H 1.011 -4.574 1.894 0.0 0.0 0.0
H -0.291 -5.769 1.873 0.0 0.0 0.0
H 0.290 -3.745 4.108 0.0 0.0 0.0
H -1.012 -4.944 4.170 0.0 0.0 0.0
H -1.265 -1.935 4.430 0.0 0.0 0.0
H -2.525 -3.166 4.583 0.0 0.0 0.0
H -2.633 -0.803 2.614 0.0 0.0 0.0
H -3.508 -0.896 4.135 0.0 0.0 0.0
H -3.892 -2.021 2.835 0.0 0.0 0.0
H -3.161 -4.302 0.181 0.0 0.0 0.0

=====

108
Properties=species:S:1:pos:R:3:forces:R:3 method="wB97M-V/def2-TZVPD" total_charge=+1 homo_ev=-10.6 de_lowest_kcal_mol=53.76
Tl -0.408 0.590 -0.383 0.3 0.3 -0.3
O 1.105 4.319 1.598 0.0 -0.2 0.1
C 0.246 2.398 1.922 0.0 0.0 0.2
N -0.867 2.228 0.995 0.0 0.2 -0.3
C -1.792 3.195 0.773 -0.1 0.0 0.1
O -2.070 4.116 1.526 0.0 0.0 0.0
C -2.549 3.104 -0.539 0.2 -0.2 0.2
C -3.211 4.222 -1.019 -0.1 0.0 0.0
C -3.833 4.132 -2.251 0.0 0.0 0.0
C -3.792 2.931 -2.944 -0.1 0.0 0.0
C -3.126 1.860 -2.377 -0.1 0.0 0.2
N -2.511 1.950 -1.194 0.1 -0.1 -0.4
C 0.431 1.064 2.609 0.0 0.1 -0.1
C 0.453 0.847 3.974 0.0 0.0 0.1
C 0.628 -0.446 4.445 0.0 0.0 0.0
C 0.807 -1.484 3.546 0.0 0.0 0.0
C 0.728 -1.197 2.196 0.0 0.1 0.0
N 0.510 0.042 1.755 -0.1 -0.3 0.0
H -3.219 5.123 -0.423 0.0 0.0 0.0
H -4.343 4.990 -2.670 0.0 0.0 0.0
H -4.273 2.820 -3.906 0.0 0.0 0.0
H -3.084 0.896 -2.870 0.0 0.0 0.0
H 0.331 1.669 4.664 0.0 -0.1 0.0
H 0.627 -0.637 5.510 0.0 0.0 0.0
H 0.976 -2.500 3.877 0.0 0.0 0.0
H 0.831 -1.967 1.442 0.0 0.0 0.0
O 1.054 -0.527 -3.056 -0.3 -0.1 -0.1
B -0.105 -0.381 -2.335 -0.1 0.0 0.1
O -1.203 -0.945 -2.961 0.2 0.0 -0.1
C -0.684 -1.497 -4.127 -0.3 0.1 0.1
C -1.348 -2.195 -5.106 0.0 -0.1 -0.2
C -0.570 -2.641 -6.175 0.0 0.0 0.1
C 0.797 -2.382 -6.234 0.0 0.0 0.1
C 1.449 -1.668 -5.229 0.0 -0.1 -0.1
C 0.667 -1.244 -4.184 0.3 0.2 0.2
H -2.412 -2.386 -5.048 0.0 0.0 0.0
H -1.040 -3.198 -6.974 0.0 0.0 0.0
H 1.367 -2.743 -7.080 0.0 0.0 0.0
H 2.511 -1.464 -5.263 0.0 0.0 0.0
O 2.222 0.520 -0.505 0.3 0.4 0.0
As 3.440 1.590 -0.100 -0.4 -0.3 -0.1
C 5.128 0.725 0.031 0.1 -0.2 0.1
C 6.080 0.978 1.013 0.1 0.0 -0.2
C 7.278 0.277 0.999 0.0 0.0 0.0
C 7.519 -0.665 0.010 0.0 0.0 0.0
C 6.568 -0.912 -0.972 0.0 0.0 0.0
C 5.368 -0.219 -0.965 0.1 -0.1 0.1
C 2.815 2.543 1.437 -0.3 0.0 0.1
C 3.336 2.669 2.659 -0.2 0.2 0.2
C 2.651 3.282 3.820 0.2 -0.1 -0.2
C 1.382 3.687 3.887 -0.1 0.0 -0.1
C 0.410 3.731 2.727 0.1 0.0 0.0
C 1.426 3.019 1.097 0.0 0.0 0.1
C 3.550 2.912 -1.472 0.0 0.2 0.0
C 2.810 2.713 -2.630 0.1 0.1 -0.1
C 2.829 3.684 -3.624 0.0 0.0 0.0
C 3.577 4.841 -3.449 0.0 0.0 0.0
C 4.315 5.034 -2.287 0.0 0.0 0.0
C 4.303 4.068 -1.292 0.0 0.0 -0.1
H 5.918 1.728 1.771 0.0 0.0 0.0
H 8.024 0.472 1.758 0.0 0.0 0.0
H 8.455 -1.209 0.002 0.0 0.0 0.0
H 6.762 -1.646 -1.742 0.0 0.0 0.0
H 4.616 -0.422 -1.717 0.0 0.0 0.0
H 4.322 2.282 2.867 0.1 0.0 0.0
H 3.253 3.372 4.717 0.0 0.0 0.0
H 1.030 4.095 4.829 0.0 0.0 0.0
H -0.501 4.267 2.958 0.0 0.0 0.0
H 1.236 2.980 0.024 0.1 0.0 -0.1
H 2.243 1.798 -2.752 0.0 0.0 0.0
H 2.262 3.539 -4.534 0.0 0.0 0.0
H 3.587 5.599 -4.222 0.0 0.0 0.0
H 4.896 5.937 -2.156 0.0 0.0 0.0
H 4.873 4.223 -0.383 0.0 0.0 0.0
C -7.021 -3.616 -0.318 0.0 0.0 0.0
C -5.895 -4.318 -0.725 0.0 0.0 0.0
C -4.629 -3.762 -0.571 -0.1 0.0 0.0
C -4.495 -2.499 -0.004 -0.1 0.0 -0.1
C -5.627 -1.792 0.399 0.0 -0.1 -0.1
C -6.887 -2.353 0.244 0.0 0.0 0.0
Sb -2.601 -1.611 0.361 0.0 -0.1 0.3
C -1.380 -3.344 0.142 0.1 -0.1 -0.1
C -1.066 -3.750 -1.159 0.0 0.0 0.1
C -0.239 -4.844 -1.382 0.0 0.0 0.1
C 0.288 -5.545 -0.305 0.0 0.0 0.0
C -0.021 -5.154 0.991 0.0 0.0 0.0
C -0.849 -4.061 1.214 0.0 0.0 -0.1
C -2.837 -1.521 2.470 0.0 0.0 0.1
C -3.187 -2.648 3.219 0.0 0.1 0.0
C -3.407 -2.538 4.584 0.0 0.1 0.0
C -3.303 -1.297 5.209 0.0 0.0 0.0
C -2.979 -0.171 4.469 0.0 0.0 -0.1
C -2.740 -0.283 3.101 0.0 -0.1 0.1
H -8.004 -4.054 -0.437 0.0 0.0 0.0
H -5.998 -5.304 -1.160 0.0 0.0 0.0
H -3.759 -4.328 -0.881 0.0 0.0 0.0
H -5.536 -0.809 0.850 0.0 0.0 0.0
H -7.764 -1.804 0.565 0.0 0.0 0.0
H -1.470 -3.217 -2.012 0.0 0.0 0.0
H -0.009 -5.149 -2.396 0.0 0.0 0.0
H 0.935 -6.396 -0.476 0.0 0.0 0.0
H 0.381 -5.706 1.832 0.0 0.0 0.0
H -1.087 -3.776 2.232 0.0 0.0 0.0
H -3.309 -3.611 2.737 0.0 0.0 0.0
H -3.677 -3.414 5.160 0.0 0.0 0.0
H -3.489 -1.212 6.272 0.0 0.0 0.0
H -2.917 0.798 4.950 0.0 0.0 0.0
H -2.485 0.607 2.533 0.0 0.0 0.0